No. 1
Entry from OMol25: 2 unconnected molecules or ions with the total composition C2H5O (the ωB97M-V functional and the def2-TZVPD basis).

Positions of all 8 atoms, in Å:
C: -0.65 -1.01 0.36
O: -1.31 -2.06 0.63
C: 0.24 -0.29 1.12
H: 0.59 1.65 -1.90
H: 0.59 -0.56 2.11
H: 0.77 2.10 -2.46
H: -0.83 -0.50 -0.62
H: 0.60 0.67 0.75

Calculated values
DFT total energy	-154.3965	Eh
charge	-1
HOMO energy	-0.0720	Ha
Kohn-Sham gap	7.14	eV
relative energy (zero: lowest compared OMol25 entry of this formula, charge and spin)	0.453	eV

No. 2
Entry from OMol25: 2 unconnected molecules or ions with the total composition C2H10N2 in a non-equilibrium geometry (the ωB97M-V functional and the def2-TZVPD basis).

Positions of all 14 atoms, in Å:
C: -0.61 1.90 -0.71
N: -1.27 0.77 -0.11
H: -1.25 2.04 -1.73
H: -0.58 2.96 -0.03
H: 0.40 1.43 -0.73
H: -0.53 0.21 0.41
H: -2.15 0.79 0.63
C: 1.18 -1.26 -0.09
N: 0.17 -1.23 1.04
H: 1.93 -0.59 -0.18
H: 1.55 -2.35 0.01
H: 0.78 -1.32 -1.28
H: -0.58 -1.90 0.97
H: 0.95 -1.46 1.81

Calculated values
DFT total energy	-191.5676	Eh
charge	0
SMILES	CN.CN
HOMO energy	-0.2979	Ha
Kohn-Sham gap	9.04	eV
relative energy (zero: lowest compared OMol25 entry of this formula, charge and spin)	3.533	eV

No. 3
Entry from OMol25: a molecular structure, C40H49As2BBaIN5O6S in a non-equilibrium geometry (the ωB97M-V functional and the def2-TZVPD basis).

Positions of all 106 atoms, in Å:
Ba: -0.39 0.48 0.44
O: -0.24 -3.30 -2.13
C: -1.48 -3.76 -2.60
C: -2.13 -2.77 -3.57
N: -2.42 -1.52 -2.92
C: -3.51 -1.53 -1.99
C: -3.15 -1.72 -0.49
O: -4.07 -2.08 0.28
O: -1.97 -1.42 -0.17
C: -1.95 -0.26 -3.45
C: -1.33 0.59 -2.32
O: -2.05 1.35 -1.65
O: -0.12 0.37 -2.05
H: -0.37 -2.39 -1.82
H: -1.30 -4.72 -3.10
H: -2.17 -3.95 -1.77
H: -1.47 -2.59 -4.42
H: -3.05 -3.24 -3.97
H: -4.03 -0.56 -2.03
H: -4.25 -2.30 -2.25
H: -1.16 -0.47 -4.17
H: -2.75 0.31 -3.94
B: 2.57 4.44 1.08
N: 1.14 4.88 1.45
C: 0.70 6.15 1.51
C: -0.60 6.14 1.97
C: -0.87 4.78 2.15
N: 0.17 4.03 1.83
N: 2.60 3.60 -0.22
C: 3.24 3.91 -1.35
C: 3.17 2.83 -2.21
C: 2.46 1.88 -1.49
N: 2.13 2.33 -0.27
H: 3.07 3.81 1.98
H: 3.17 5.46 0.83
H: 1.36 6.95 1.23
H: -1.25 6.98 2.14
H: -1.77 4.29 2.49
H: 3.70 4.88 -1.45
H: 3.58 2.75 -3.21
H: 2.14 0.90 -1.80
I: 0.33 -3.46 1.19
C: 0.56 -3.00 3.21
C: 0.24 -3.96 4.13
C: 0.45 -3.72 5.50
C: 1.03 -2.55 5.90
C: 1.37 -1.55 4.96
C: 2.01 -0.36 5.36
C: 2.30 0.59 4.43
C: 1.90 0.47 3.08
C: 1.29 -0.68 2.60
C: 1.09 -1.72 3.57
H: -0.17 -4.91 3.80
H: 0.19 -4.48 6.23
H: 1.23 -2.36 6.95
H: 2.28 -0.23 6.41
H: 2.82 1.50 4.75
H: 2.09 1.32 2.43
C: 4.23 -0.59 0.06
As: 3.11 -1.67 -1.13
C: 3.74 -3.42 -0.50
C: 4.24 -1.57 -2.76
C: 5.63 -1.67 -2.65
C: 6.46 -1.53 -3.75
C: 5.91 -1.27 -4.99
C: 4.53 -1.19 -5.12
C: 3.69 -1.35 -4.02
As: 1.72 -1.34 -4.25
C: 1.66 -2.36 -5.95
C: 1.53 0.43 -5.10
H: 5.25 -0.99 0.15
H: 3.73 -0.60 1.03
H: 4.27 0.44 -0.30
H: 4.82 -3.54 -0.64
H: 3.21 -4.22 -1.02
H: 3.51 -3.49 0.57
H: 6.08 -1.83 -1.67
H: 7.54 -1.60 -3.63
H: 6.54 -1.15 -5.86
H: 4.11 -1.00 -6.10
H: 2.37 -2.02 -6.71
H: 0.65 -2.26 -6.35
H: 1.84 -3.42 -5.74
H: 2.38 0.67 -5.75
H: 1.42 1.18 -4.33
H: 0.62 0.40 -5.70
C: -8.52 2.69 3.59
C: -7.19 2.12 3.21
C: -7.09 0.83 2.68
C: -5.86 0.30 2.33
C: -4.71 1.05 2.53
C: -4.78 2.34 3.03
C: -6.02 2.86 3.37
S: -3.16 0.36 2.00
C: -2.90 -0.89 3.26
O: -2.09 1.40 2.25
H: -9.34 2.09 3.20
H: -8.64 3.71 3.21
H: -8.63 2.74 4.68
H: -7.99 0.25 2.52
H: -5.78 -0.68 1.88
H: -3.87 2.92 3.14
H: -6.08 3.87 3.76
H: -2.85 -0.42 4.24
H: -1.96 -1.38 3.02
H: -3.71 -1.62 3.18

Calculated values
DFT total energy	-7496.7894	Eh
charge	-2
HOMO energy	-0.0757	Ha
Kohn-Sham gap	5.74	eV
relative energy (zero: lowest compared OMol25 entry of this formula, charge and spin)	0.358	eV

no.,E_LUMO (eV)
1,5.179
2,0.931
3,3.679